{
  "formula": "C4H5NO3",
  "method": "the ωB97M-V functional and the def2-TZVPD basis",
  "species": ["O", "C", "N", "C", "C", "C", "O", "O", "H", "H", "H", "H", "H"],
  "positions_angstrom": [[0.423724, 3.257461, 0.266227], [0.470467, 2.177787, -0.245901], [1.328103, 1.033677, -0.117059], [-0.031707, 0.962069, -0.825609], [-0.853520, -0.151828, -0.148563], [-0.104979, -1.160461, 0.358611], [-0.782307, -1.982502, 1.222273], [1.041657, -1.756402, -0.075174], [2.327634, 0.765513, -0.517175], [-0.235674, 1.170389, -1.886604], [-1.913010, 0.015598, -0.096470], [-0.369017, -2.921190, 1.346088], [1.334377, -0.987009, -0.551541]],
  "forces_ev_per_angstrom": [[-0.30, -0.39, -1.32], [1.67, -0.38, 3.62], [2.09, 0.56, -2.39], [-1.18, -1.35, -0.20], [2.26, 1.87, -1.01], [-3.57, -3.03, 0.52], [1.16, -2.02, 0.48], [-0.81, 1.69, 0.92], [-2.72, 1.39, 0.63], [0.71, -0.73, -0.17], [-0.11, -0.48, 0.74], [-0.76, 2.71, -0.73], [1.57, 0.17, -1.06]],
  "nbo_charge": [-0.4956, 0.6916, -0.7071, -0.1772, -0.4372, 0.6279, -0.6853, -0.6549, 0.3981, 0.2127, 0.2433, 0.4951, 0.4887],
  "largest_force_ha_per_bohr": 0.0917,
  "e_above_lowest_ev": 4.270,
  "spin_multiplicity": 1,
  "e_tot_ha": -435.76357,
  "smiles": "O=C1N[C@H]1C=C(O)O",
  "e_homo_ev": -8.567,
  "mol_weight_g_mol": 115.1,
  "orbital_gap_ev": 9.011
}



{
  "formula": "C3H7O4S2",
  "method": "the ωB97M-V functional and the def2-TZVPD basis",
  "species": ["C", "S", "O", "O", "C", "S", "C", "O", "O", "H", "H", "H", "H", "H", "H", "H"],
  "positions_angstrom": [[2.485599, 0.144565, 0.760304], [0.931206, 0.934646, -0.037482], [1.006433, 0.424283, -1.410889], [1.097469, 2.347907, -0.003510], [-0.453156, -0.079201, 1.238432], [-1.795171, 0.008908, 0.131423], [-1.443502, -1.281112, -1.198332], [-1.875067, 1.172118, -0.750098], [-3.000498, -0.289027, 0.851152], [2.071379, -0.742697, 1.100625], [3.124204, -0.034780, -0.070179], [2.682488, 0.802614, 1.495074], [-0.727837, 0.751152, 1.980217], [-1.130219, -0.620115, -1.981825], [-0.638183, -1.848960, -0.859161], [-2.335148, -1.690304, -1.245747]],
  "forces_ev_per_angstrom": [[-3.03, 0.10, -3.12], [1.32, -3.40, 0.40], [-0.69, -0.65, 0.51], [-0.26, 2.02, 1.08], [0.85, 2.45, -1.17], [0.87, -0.07, -2.42], [2.72, 3.99, 2.04], [-0.06, 0.50, 0.74], [-0.96, -0.74, 0.81], [-0.47, -1.76, 0.89], [0.92, 0.33, -0.35], [1.50, 2.05, 2.46], [0.46, -0.80, -0.84], [-0.09, -0.15, -0.63], [1.02, -1.35, 0.42], [-4.13, -2.52, -0.82]],
  "nbo_charge": [-0.8147, 1.9721, -1.0053, -0.9740, -0.9507, 2.0685, -0.8188, -1.0062, -0.9953, 0.2267, 0.2202, 0.2059, 0.1916, 0.2584, 0.2203, 0.2015],
  "largest_force_ha_per_bohr": 0.1020,
  "e_above_lowest_ev": 4.508,
  "spin_multiplicity": 1,
  "e_tot_ha": -1215.76272,
  "smiles": "CS(=O)(=O)C=[S@](C)(=O)[O-]",
  "e_homo_ev": -4.771,
  "mol_weight_g_mol": 171.2,
  "orbital_gap_ev": 8.248,
  "total_charge": -1
}